A cluster of 3 separate species, C13H35BN3O10P2 in total in a non-equilibrium geometry. Source: OMol25; level of theory: the ωB97M-V functional and the def2-TZVPD basis.

Cartesian coordinates (Å):
N: -0.247 -1.522 -0.452
C: -0.032 -1.942 0.750
N: -0.881 -3.072 1.244
N: 0.963 -1.317 1.624
C: 0.154 -0.552 2.633
C: 0.855 0.751 3.161
C: 1.158 1.871 2.079
C: -0.045 2.241 1.118
C: 0.556 2.857 -0.240
C: 0.470 1.651 -1.302
B: 1.369 1.904 -2.612
O: 2.768 2.249 -2.493
O: 0.739 1.746 -3.899
H: -0.988 -2.060 -0.908
H: -1.763 -2.604 1.490
H: -1.125 -3.659 0.443
H: 1.547 -0.674 1.087
H: -0.886 -0.394 2.232
H: 0.030 -1.237 3.528
H: 1.828 0.491 3.673
H: 0.213 1.236 3.958
H: 2.062 1.680 1.442
H: 1.390 2.814 2.664
H: -0.754 2.961 1.618
H: -0.636 1.330 0.820
H: -0.086 3.718 -0.592
H: 0.939 0.768 -0.766
H: -0.626 1.490 -1.513
H: 3.182 1.407 -2.242
H: 0.404 0.834 -3.889
C: 1.767 -3.114 9.294
O: 1.838 -4.358 8.613
P: 2.187 -4.286 6.927
O: 0.998 -3.381 6.591
O: 1.798 -5.876 6.789
C: 0.538 -6.323 7.264
O: 2.839 -4.271 5.342
C: 2.055 -4.796 4.286
H: 1.910 -3.298 10.360
H: 2.546 -2.434 8.945
H: 0.785 -2.664 9.145
H: -0.208 -5.526 7.257
H: 0.647 -6.711 8.279
H: 0.192 -7.130 6.617
H: 1.019 -4.456 4.342
H: 2.093 -5.888 4.296
H: 2.477 -4.450 3.342
C: -4.928 2.866 -7.827
O: -3.836 3.467 -7.145
P: -2.687 4.297 -8.122
O: -2.370 3.086 -9.004
O: -1.674 4.399 -6.837
C: -1.321 3.214 -6.132
O: -1.715 5.391 -9.017
C: -0.325 5.141 -9.095
H: -5.735 2.709 -7.110
H: -5.288 3.511 -8.630
H: -4.626 1.900 -8.233
H: -1.388 2.325 -6.763
H: -1.978 3.097 -5.268
H: -0.296 3.312 -5.777
H: -0.112 4.090 -9.296
H: 0.169 5.451 -8.172
H: 0.073 5.741 -9.916

Results
HOMO-LUMO gap: 1.35 eV
LUMO: -0.48 eV
Charge: -1
Energy above the lowest of the compared OMol25 structures with the same formula, charge and spin: 5.1615 eV